# C26H34N4O4

The molecule C26H34N4O4 (ωB97M-V/def2-TZVPD, the Open Molecules 2025 dataset).

XYZ file:
```
68
Properties=species:S:1:pos:R:3:forces:R:3
C -1.257706 2.388068 -3.960846 0.12 -0.34 0.22
C -0.454973 1.098455 -3.830878 0.02 0.34 -0.50
H -0.680558 0.406232 -4.651837 0.07 0.01 0.10
H 0.614438 1.326860 -3.854917 -0.13 -0.08 -0.06
O -0.637071 0.450746 -2.583527 -0.24 -0.23 0.41
C -1.758199 -0.278882 -2.353415 0.04 -0.15 0.21
C -2.808063 -0.476100 -3.243274 0.23 0.17 -0.15
C -3.892724 -1.259171 -2.883277 -0.02 -0.06 0.09
C -3.955003 -1.859494 -1.640214 -0.09 -0.05 -0.02
C -2.914598 -1.677854 -0.744254 0.06 0.13 -0.10
C -1.830453 -0.892077 -1.088859 -0.21 0.22 -0.25
N -0.728521 -0.767492 -0.198539 0.01 -0.32 -0.14
C -0.452094 0.326643 0.524570 -0.40 0.18 -0.06
O 0.534779 0.379089 1.256180 0.24 0.12 0.19
C -1.432211 1.481156 0.441874 0.18 0.19 0.10
C -0.732983 2.817984 0.718386 -0.08 -0.07 -0.09
C 0.122619 3.194420 -0.480264 -0.17 0.06 0.50
O -0.244684 4.001865 -1.309167 -0.08 0.22 -0.17
N 1.296718 2.512944 -0.532297 0.22 -0.22 0.23
C 2.222912 2.462876 -1.564881 0.26 0.06 -0.42
N 3.132908 1.506239 -1.409906 -0.30 -0.05 0.41
C 4.055065 1.366813 -2.346049 0.15 0.04 -0.24
C 4.120692 2.158176 -3.477397 -0.09 0.06 0.00
C 3.172876 3.167436 -3.643455 0.07 -0.24 0.21
C 2.207243 3.323696 -2.661873 0.00 0.06 -0.06
H 1.454114 4.089462 -2.736268 -0.05 0.04 0.01
C 3.205288 4.058956 -4.844250 0.01 0.02 0.01
H 2.333210 4.706820 -4.869657 -0.03 0.06 -0.05
H 3.235445 3.466319 -5.757352 0.00 0.01 -0.08
H 4.100320 4.680004 -4.822710 0.03 0.06 -0.05
H 4.891636 2.000552 -4.215814 0.10 -0.05 -0.07
H 4.772384 0.575156 -2.172681 0.10 -0.04 -0.07
H 1.475687 1.820219 0.190793 -0.10 0.11 -0.04
H -1.479109 3.599279 0.863227 0.12 -0.02 -0.06
H -0.117078 2.726942 1.613825 -0.05 0.02 0.00
H -2.199370 1.307001 1.202534 0.00 -0.05 -0.06
H -1.923024 1.508715 -0.529167 -0.07 0.00 0.06
C 0.176563 -1.908789 -0.143007 0.28 -0.25 0.14
C -0.143465 -2.794181 1.073197 0.30 0.37 -0.41
O -0.726332 -3.854692 0.972644 -0.27 -0.40 -0.12
N 0.276691 -2.255840 2.226499 0.20 0.17 0.45
H 0.687683 -1.328209 2.200284 -0.05 -0.10 -0.16
C 0.016850 -2.836502 3.526648 0.01 0.09 0.05
C -0.970408 -1.967903 4.310685 -0.12 -0.39 -0.02
C -1.232028 -2.566746 5.689086 0.12 0.31 0.06
C 0.073370 -2.716361 6.464020 -0.14 -0.31 -0.01
C 1.055903 -3.584983 5.684673 0.14 0.32 0.07
C 1.323041 -2.985981 4.307214 -0.21 -0.36 -0.02
H 1.784369 -2.001497 4.417722 0.08 0.08 -0.02
H 2.011000 -3.621059 3.746278 0.04 0.06 -0.06
H 0.639107 -4.587606 5.567508 0.02 -0.09 0.02
H 1.994074 -3.674178 6.235819 0.00 -0.10 0.00
H -0.123768 -3.162287 7.440782 0.03 0.07 0.06
H 0.512761 -1.729856 6.628656 0.03 0.07 0.06
H -1.924549 -1.929340 6.242682 -0.07 -0.07 0.00
H -1.698611 -3.547319 5.572759 -0.08 -0.05 0.02
H -1.905509 -1.886090 3.752179 0.02 0.06 -0.07
H -0.551137 -0.964037 4.417387 0.01 0.10 -0.03
H -0.423213 -3.822487 3.342831 0.05 0.10 0.06
H 1.202097 -1.535287 -0.074125 -0.09 -0.04 -0.05
H 0.050261 -2.495797 -1.052925 0.01 0.05 0.15
H -2.925084 -2.161338 0.220195 0.03 -0.05 0.13
H -4.799951 -2.472316 -1.369946 -0.08 -0.07 0.03
H -4.694147 -1.400498 -3.592679 -0.07 -0.01 -0.06
H -2.785645 -0.034737 -4.226522 0.04 0.09 -0.07
H -1.024412 2.860378 -4.911093 0.00 0.06 -0.15
H -2.327088 2.195853 -3.917462 -0.11 0.01 -0.05
H -0.998328 3.071633 -3.156352 0.01 0.04 -0.01
```
Forces are in eV/Å.

The SMILES is CCOc1ccccc1N(CC(=O)NC1CCCCC1)C(=O)CCC(=O)Nc1cc(C)ccn1. The calculation puts the LUMO energy at 0.0260 hartree. The HOMO-LUMO gap comes out at 9.48 eV. As for the molecular weight: 466.6 g mol⁻¹. The highest occupied orbital energy comes out at -8.7737 eV.